45
Properties=species:S:1:pos:R:3:forces:R:3 method="wB97M-V/def2-TZVPD" lumo_ev=0.60 max_force_ev_per_a=4.80 charge=0 gap_ev=9.13 energy_ha=-1614.79564 e_homo_ev=-8.531 smiles="O=C1Nc2ccc(-c3cc[nH]n3)cc2[C@](CNC(=O)c2ccc(F)cc2)(C(F)(F)F)O1"
O -2.247338 2.036898 2.910419 1.715 1.279 0.047
C -1.562041 1.141124 2.460467 -4.539 0.873 1.291
N -2.255075 -0.040805 2.415334 1.678 -1.179 -0.811
C -1.542341 -1.193025 2.125081 -0.445 -0.771 0.350
C -2.057612 -2.388819 2.601268 0.232 -1.076 -0.155
C -1.348113 -3.570312 2.354913 -1.291 0.880 0.050
C -0.172298 -3.570688 1.610309 -0.804 0.290 0.702
C 0.517457 -4.835367 1.402722 1.752 -1.094 -1.032
C 1.642798 -5.089839 0.534303 -0.357 1.961 -0.384
C 1.979353 -6.393812 0.674964 -0.616 0.290 0.289
N 1.086258 -6.892207 1.569188 -0.074 0.589 -0.003
N 0.202241 -5.953356 2.029709 0.415 -0.927 -0.049
C 0.329446 -2.349468 1.170752 0.147 -0.315 0.302
C -0.338749 -1.150000 1.422252 0.326 0.136 0.526
C 0.146876 0.251725 1.066880 0.214 -0.098 -1.416
C -0.404438 0.553912 -0.353034 0.441 0.640 -0.406
N -0.013448 1.847333 -0.934973 0.733 1.494 0.967
C -0.158071 2.172028 -2.256975 -0.239 -1.757 0.377
O -0.433683 1.242421 -2.987806 -0.314 0.003 -1.387
C -0.011215 3.584382 -2.732473 -0.051 -0.155 -0.145
C -0.034001 4.624527 -1.805762 0.197 1.171 -2.439
C 0.029932 5.942882 -2.293005 0.246 0.830 0.120
C 0.139071 6.240838 -3.654925 -0.541 -2.267 0.612
F 0.060134 7.498095 -4.103645 0.315 -0.057 0.199
C 0.177860 5.178516 -4.568290 -0.505 -0.199 1.196
C 0.055371 3.845388 -4.124168 0.538 1.224 0.701
C 1.705842 0.423086 1.074970 0.637 0.743 0.137
F 2.353270 -0.172671 0.036047 -1.013 0.008 0.852
F 2.054591 1.747630 0.972669 -0.470 -1.076 0.429
F 2.224909 -0.052128 2.224192 -0.196 0.264 -0.659
O -0.343929 1.243595 2.012053 1.735 -0.328 -0.828
H -3.029887 -0.127483 3.064051 0.238 0.397 -0.327
H -3.026199 -2.397632 3.149007 0.899 -0.038 -0.419
H -1.800276 -4.479454 2.708732 0.246 -0.377 0.052
H 2.091058 -4.337213 -0.124837 -0.090 -0.615 0.317
H 2.757966 -6.946493 0.178290 -0.098 -0.274 0.197
H 1.105217 -7.825371 1.931214 -0.364 -0.027 0.266
H 1.307427 -2.435924 0.728576 0.144 0.669 -0.358
H -0.118295 -0.278837 -1.010613 0.017 0.405 0.092
H -1.482375 0.558428 -0.279364 -0.483 -0.335 0.095
H 0.337941 2.592495 -0.341885 -0.233 -0.610 0.194
H -0.169464 4.441511 -0.778157 -0.065 -0.022 1.055
H 0.008457 6.812603 -1.639056 -0.130 -0.312 0.183
H 0.176748 5.458268 -5.589371 0.138 -0.143 -0.993
H 0.058624 3.043217 -4.850022 -0.086 -0.091 0.209